Record 1
{"formula": "C6H14ClFN3O", "method": "the ωB97M-V functional and the def2-TZVPD basis", "lumo_energy_ha": -0.200, "homo_lumo_gap_ev": 6.3542, "total_charge": 1, "elements": ["C", "C", "F", "N", "C", "N", "N", "Cl", "H", "H", "H", "H", "H", "H", "H", "H", "C", "C", "O", "C", "H", "H", "H", "H", "H", "H"], "coordinates": [[4.364, -0.517, -1.546], [2.962, -1.089, -1.655], [2.862, -1.928, -2.749], [1.979, -0.007, -1.831], [0.686, -0.277, -1.818], [0.246, -1.534, -1.729], [-0.272, 0.768, -1.877], [-0.110, 1.819, -0.503], [4.825, -0.574, -2.535], [4.966, -1.087, -0.845], [4.337, 0.537, -1.264], [2.692, -1.638, -0.750], [2.282, 0.678, -2.521], [-0.373, -1.846, -0.993], [0.488, -2.189, -2.460], [-0.117, 1.334, -2.711], [-3.596, 0.502, 3.984], [-3.478, 0.279, 2.498], [-4.033, -0.634, 1.936], [-2.617, 1.254, 1.722], [-4.235, -0.263, 4.416], [-2.611, 0.457, 4.451], [-4.025, 1.485, 4.183], [-1.593, 1.224, 2.099], [-2.998, 2.271, 1.829], [-2.630, 0.976, 0.671]]}

---

Record 2
{"formula": "C2H6Se", "method": "the ωB97M-V functional and the def2-TZVPD basis", "lumo_energy_ha": 0.033, "homo_lumo_gap_ev": 9.1329, "de_lowest_kj_mol": 90.5, "smiles": "C[Se]C", "elements": ["C", "Se", "C", "H", "H", "H", "H", "H", "H"], "coordinates": [[0.013, 1.530, -0.021], [1.381, -0.001, 0.162], [0.164, -1.522, -0.067], [-0.346, 1.925, 0.992], [0.381, 2.360, -0.513], [-0.726, 1.051, -0.539], [0.452, -2.548, 0.017], [-0.704, -1.388, 0.931], [-0.614, -1.407, -0.963]]}

---

Record 3
{"formula": "C10H23Br9O5P2", "method": "the ωB97M-V functional and the def2-TZVPD basis", "lumo_energy_ha": 0.013, "homo_lumo_gap_ev": 9.5800, "elements": ["C", "C", "O", "P", "O", "O", "O", "P", "O", "Br", "H", "H", "H", "H", "H", "H", "H", "Br", "C", "C", "Br", "H", "H", "H", "H", "Br", "C", "C", "Br", "H", "H", "H", "H", "Br", "C", "C", "Br", "H", "H", "H", "H", "Br", "C", "C", "Br", "H", "H", "H", "H"], "coordinates": [[5.736, 2.122, 3.801], [4.332, 1.728, 3.162], [3.468, 1.368, 4.270], [2.229, 0.370, 3.798], [2.171, 0.061, 2.328], [2.352, -0.990, 4.766], [0.802, 1.144, 4.300], [-0.101, 1.592, 2.908], [-1.705, 1.258, 3.404], [-0.086, 3.862, 2.694], [5.575, 2.176, 4.913], [6.078, 3.127, 3.473], [6.479, 1.313, 3.613], [3.895, 2.635, 2.671], [4.517, 0.908, 2.436], [3.073, -0.829, 5.398], [-1.680, 1.398, 4.369], [6.608, 1.275, -0.057], [5.958, -0.345, -0.922], [4.955, -1.063, -0.054], [5.831, -2.023, 1.399], [6.831, -0.949, -1.160], [5.491, -0.008, -1.847], [4.431, -1.828, -0.625], [4.226, -0.396, 0.403], [-2.922, 2.677, 0.401], [-4.261, 1.373, -0.148], [-3.792, -0.034, 0.110], [-2.493, -0.606, -1.226], [-4.481, 1.566, -1.195], [-5.142, 1.601, 0.451], [-4.620, -0.737, 0.019], [-3.321, -0.157, 1.083], [-1.836, -4.080, -1.317], [-1.818, -4.360, -3.245], [-0.556, -3.817, -3.865], [-0.613, -1.874, -4.014], [-2.721, -3.901, -3.641], [-1.876, -5.440, -3.376], [-0.446, -4.176, -4.888], [0.339, -4.066, -3.299], [-7.332, 0.396, -1.993], [-6.957, 0.525, -3.901], [-5.695, 1.307, -4.160], [-5.990, 3.222, -3.950], [-7.837, 0.962, -4.367], [-6.845, -0.505, -4.239], [-5.371, 1.181, -5.192], [-4.879, 1.037, -3.492]]}

---

Record 4
{"formula": "C3H26N6O10", "method": "the ωB97M-V functional and the def2-TZVPD basis", "lumo_energy_ha": -0.017, "homo_lumo_gap_ev": 8.5507, "de_lowest_kj_mol": 105.2, "smiles": "NC(N)=O.NC(N)=O.NC(N)=O.O.O.O.O.O.O.O", "elements": ["N", "C", "N", "O", "H", "H", "H", "H", "N", "C", "N", "O", "H", "H", "H", "H", "N", "C", "N", "O", "H", "H", "H", "H", "O", "H", "H", "O", "H", "H", "O", "H", "H", "O", "H", "H", "O", "H", "H", "O", "H", "H", "O", "H", "H"], "coordinates": [[-0.028, 2.020, 3.517], [1.064, 2.293, 2.705], [2.234, 2.555, 3.388], [1.076, 2.127, 1.484], [-0.913, 1.804, 3.063], [-0.104, 2.311, 4.472], [3.057, 2.387, 2.838], [2.250, 2.703, 4.374], [1.244, 1.340, -2.388], [2.342, 0.807, -3.021], [2.679, -0.490, -2.678], [2.857, 1.338, -4.009], [0.949, 0.899, -1.519], [0.733, 2.063, -2.847], [2.081, -0.976, -2.040], [3.336, -0.964, -3.262], [-1.790, -1.206, -2.524], [-1.321, -1.298, -3.822], [-1.235, -2.592, -4.320], [-1.013, -0.357, -4.513], [-1.991, -0.299, -2.150], [-1.817, -1.962, -1.870], [-1.473, -3.370, -3.739], [-0.766, -2.641, -5.205], [3.082, 0.009, 0.888], [2.160, 0.216, 0.645], [3.570, 0.809, 0.669], [-0.306, -4.411, 0.191], [0.641, -4.405, 0.402], [-0.361, -4.718, -0.722], [-2.499, -1.158, 2.593], [-3.161, -1.643, 2.086], [-2.646, -0.220, 2.348], [-0.786, -3.387, 2.775], [-1.483, -2.710, 2.818], [-0.899, -3.844, 1.930], [-2.452, 1.599, 1.785], [-3.299, 1.845, 2.183], [-2.456, 2.034, 0.919], [0.322, 0.003, 0.005], [-0.094, 0.674, 0.567], [-0.234, -0.779, 0.093], [-1.072, 4.132, 0.818], [-0.558, 3.403, 1.203], [-0.920, 4.061, -0.131]]}

---

Record 5
{"formula": "C5H8F2O6", "method": "the ωB97M-V functional and the def2-TZVPD basis", "lumo_energy_ha": 0.017, "homo_lumo_gap_ev": 11.2145, "de_lowest_kj_mol": 37.5, "smiles": "O=C(O)[C@H](CO)O[C@](O)(F)[C@H](O)F", "elements": ["O", "C", "O", "C", "C", "O", "O", "C", "O", "F", "C", "O", "F", "H", "H", "H", "H", "H", "H", "H", "H"], "coordinates": [[-1.934, -1.523, -1.556], [-1.438, -1.181, -0.543], [-1.337, -2.062, 0.478], [-0.784, 0.104, -0.053], [-1.581, 1.354, -0.529], [-2.347, 2.083, 0.417], [0.517, 0.241, -0.591], [1.492, -0.379, 0.026], [1.304, -1.661, 0.415], [1.716, 0.386, 1.319], [2.799, -0.234, -0.782], [3.872, -0.480, 0.046], [2.798, 1.144, -1.035], [-1.503, -2.991, 0.360], [-0.847, 0.163, 0.983], [-2.390, 0.875, -1.282], [-0.899, 1.943, -0.997], [-1.697, 2.530, 1.051], [1.279, -1.820, 1.346], [2.720, -0.704, -1.675], [4.110, 0.154, 0.705]]}

---

Record 6
{"formula": "C33H49BN12PRhS3", "method": "the ωB97M-V functional and the def2-TZVPD basis", "lumo_energy_ha": [-0.146, -0.283], "homo_lumo_gap_ev": [7.9818, 4.1692], "de_lowest_kj_mol": 160.7, "total_charge": 2, "spin_multiplicity": 5, "elements": ["Rh", "C", "N", "C", "C", "N", "C", "P", "C", "N", "C", "C", "N", "C", "C", "N", "C", "C", "N", "C", "H", "H", "H", "H", "H", "H", "H", "H", "H", "H", "H", "H", "H", "H", "H", "C", "C", "C", "C", "N", "C", "C", "N", "B", "N", "C", "C", "N", "C", "S", "C", "C", "C", "C", "N", "C", "C", "N", "C", "S", "C", "C", "C", "C", "C", "S", "H", "H", "H", "H", "H", "H", "H", "H", "H", "H", "H", "H", "H", "H", "H", "H", "H", "H", "H", "H", "H", "H", "H", "H", "H", "H", "H", "H", "H", "H", "H", "H", "H", "H"], "coordinates": [[-0.314, 0.911, 0.727], [2.525, 5.829, 0.365], [2.049, 4.559, -0.115], [2.160, 4.079, -1.378], [1.578, 2.839, -1.371], [1.124, 2.562, -0.127], [1.410, 3.618, 0.622], [1.315, 3.773, 2.444], [-0.448, 3.398, 2.730], [-1.213, 2.538, 2.073], [-2.413, 2.530, 2.701], [-2.372, 3.396, 3.760], [-1.130, 3.940, 3.768], [-0.598, 4.827, 4.765], [1.903, 2.073, 2.789], [1.430, 0.935, 2.291], [2.181, -0.053, 2.831], [3.117, 0.488, 3.668], [2.931, 1.832, 3.636], [3.689, 2.821, 4.357], [2.671, 6.509, -0.473], [1.799, 6.267, 1.052], [3.479, 5.706, 0.885], [2.641, 4.634, -2.159], [1.477, 2.142, -2.178], [-3.231, 1.917, 2.370], [-3.117, 3.649, 4.487], [-1.415, 5.248, 5.346], [0.064, 4.270, 5.433], [-0.037, 5.640, 4.301], [1.991, -1.088, 2.622], [3.876, 0.025, 4.267], [4.523, 2.338, 4.861], [4.076, 3.571, 3.667], [3.070, 3.320, 5.104], [-2.806, 1.674, -5.409], [-1.337, 1.934, -5.066], [-1.204, 3.227, -4.262], [-0.500, 2.063, -6.346], [-0.857, 0.767, -4.298], [-0.426, -0.383, -4.908], [-0.150, -1.290, -3.943], [-0.394, -0.709, -2.727], [-0.199, -1.292, -1.331], [-1.475, -2.047, -0.904], [-1.775, -3.302, -1.356], [-2.891, -3.723, -0.717], [-3.302, -2.726, 0.127], [-2.414, -1.711, 0.013], [-2.426, -0.252, 0.894], [-4.440, -2.945, 1.050], [-3.963, -3.944, 2.109], [-4.917, -1.664, 1.725], [-5.603, -3.517, 0.233], [1.018, -2.208, -1.197], [2.019, -2.521, -2.077], [2.963, -3.223, -1.408], [2.569, -3.339, -0.100], [1.382, -2.697, 0.016], [0.414, -2.449, 1.383], [3.450, -3.910, 0.935], [4.064, -5.206, 0.398], [2.695, -4.235, 2.221], [4.546, -2.874, 1.225], [-0.865, 0.542, -2.961], [-1.489, 1.562, -1.749], [-3.214, 2.527, -5.945], [-3.383, 1.526, -4.498], [-2.909, 0.790, -6.034], [-1.311, 4.075, -4.932], [-0.232, 3.293, -3.780], [-1.979, 3.301, -3.505], [-0.687, 3.033, -6.799], [-0.760, 1.312, -7.088], [0.563, 1.994, -6.123], [-0.352, -0.482, -5.969], [0.167, -2.307, -4.040], [0.038, -0.348, -0.540], [-1.171, -3.804, -2.084], [-3.402, -4.659, -0.795], [-3.036, -3.602, 2.565], [-3.795, -4.928, 1.678], [-4.715, -4.040, 2.888], [-4.192, -1.296, 2.446], [-5.838, -1.878, 2.262], [-5.128, -0.886, 0.996], [-5.392, -4.512, -0.146], [-5.835, -2.860, -0.602], [-6.486, -3.595, 0.862], [2.027, -2.211, -3.099], [3.865, -3.648, -1.791], [3.288, -5.940, 0.190], [4.742, -5.618, 1.142], [4.643, -5.041, -0.504], [1.756, -4.746, 2.015], [2.486, -3.339, 2.800], [3.307, -4.894, 2.834], [5.270, -2.833, 0.413], [5.076, -3.145, 2.134], [4.111, -1.883, 1.360]]}

---

Record 7
{"formula": "C3H7NO", "method": "the ωB97M-V functional and the def2-TZVPD basis", "lumo_energy_ha": 0.032, "homo_lumo_gap_ev": 10.5634, "de_lowest_kj_mol": 61.2, "smiles": "CNC(C)=O", "elements": ["C", "N", "C", "C", "O", "H", "H", "H", "H", "H", "H", "H"], "coordinates": [[-1.711, -0.223, -0.415], [-0.581, -0.441, 0.479], [0.662, -0.540, -0.124], [1.655, 0.493, 0.370], [0.874, -1.283, -1.060], [-1.395, -0.477, -1.431], [-1.999, 0.837, -0.395], [-2.574, -0.837, -0.147], [-0.580, 0.158, 1.292], [1.189, 1.478, 0.240], [2.553, 0.441, -0.240], [1.906, 0.393, 1.430]]}

---

Record 8
{"formula": "C5H7N", "method": "the ωB97M-V functional and the def2-TZVPD basis", "lumo_energy_ha": 0.041, "homo_lumo_gap_ev": 9.1835, "de_lowest_kj_mol": 55.6, "smiles": "Cc1cc[nH]c1", "elements": ["C", "C", "C", "C", "N", "C", "H", "H", "H", "H", "H", "H", "H"], "coordinates": [[1.917, 0.078, 0.129], [0.434, -0.079, 0.163], [-0.464, 0.947, 0.537], [-1.724, 0.577, 0.162], [-1.647, -0.698, -0.360], [-0.337, -1.101, -0.344], [2.339, 0.237, 1.125], [2.394, -0.791, -0.328], [2.177, 0.951, -0.484], [-0.244, 1.920, 0.952], [-2.372, 1.326, -0.244], [-2.428, -1.303, -0.568], [-0.043, -2.064, -0.739]]}